This record from the Open Molecules 2025 dataset describes a 2-piece molecular cluster, C4H11O3SSi overall at a distorted geometry. The level of theory is the ωB97M-V functional and the def2-TZVPD basis.

Geometry (Å):
C: 0.07 0.63 2.43
C: -1.94 -1.33 -0.90
C: -0.90 1.02 1.29
C: -0.47 -0.99 -0.73
O: 1.34 1.25 -0.71
O: 4.21 -0.68 -0.99
O: 3.64 0.42 -3.08
Si: -0.16 0.86 -0.47
S: 3.77 0.57 -1.64
H: 1.00 1.01 2.03
H: 0.00 0.91 3.48
H: 0.30 -0.45 2.51
H: -2.15 -2.41 -0.80
H: -2.44 -0.86 -0.15
H: -2.20 -1.08 -1.90
H: -1.20 2.02 1.51
H: -1.78 0.32 1.32
H: 0.07 -1.25 -1.59
H: 0.03 -1.62 -0.03
H: -1.20 1.68 -1.57

Properties
HOMO	-0.173	Eh
LUMO	3.1	eV
net charge	-1

Atomic partial charges in e from the Mulliken method, atoms 1 to 8: atom 1 (C): -1.108, atom 2 (C): -1.208, atom 3 (C): -0.534, atom 4 (C): -0.663, atom 5 (O): -0.593, atom 6 (O): -0.471, atom 7 (O): -0.449, atom 8 (Si): 0.159

---

This record from the Open Molecules 2025 dataset describes C6H13O5Yb as an isolated structure at a distorted geometry. The level of theory is the ωB97M-V functional and the def2-TZVPD basis.

Geometry (Å):
O: -0.03 1.31 -1.99
C: 0.63 1.07 -0.79
C: -0.34 0.98 0.38
O: -1.20 2.11 0.28
C: -2.46 2.07 0.95
C: -3.35 3.10 0.25
O: -3.31 2.94 -1.13
Yb: -1.64 2.41 -1.96
H: 1.37 1.86 -0.57
H: 0.18 0.97 1.35
H: -0.96 0.06 0.30
H: -2.33 2.30 2.02
H: -2.88 1.06 0.84
H: -3.01 4.11 0.55
H: -4.37 2.98 0.66
H: 1.23 0.11 -0.82
O: 2.78 -3.43 -1.73
C: 2.05 -3.60 1.00
O: 3.21 -2.94 0.51
C: 3.20 -2.53 -0.78
H: 2.19 -3.74 2.07
H: 1.15 -2.98 0.82
H: 1.92 -4.58 0.52
H: 4.15 -2.07 -1.06
H: 1.82 -3.57 -1.68

Properties
multiplicity	2
HOMO (spin up / spin down)	-0.229 / -0.226	Eh
LUMO (spin up / spin down)	-0.2 / -0.1	eV
net charge	0

Atomic partial charges in e from the Mulliken method, atoms 1 to 8: atom 1 (O): -0.674, atom 2 (C): -0.168, atom 3 (C): -0.474, atom 4 (O): -0.211, atom 5 (C): -0.415, atom 6 (C): -0.442, atom 7 (O): -0.678, atom 8 (Yb): 0.955

---

This record from the Open Molecules 2025 dataset describes one molecule with the formula C7H17NO2 at a distorted geometry. The level of theory is the ωB97M-V functional and the def2-TZVPD basis.

Geometry (Å):
C: -1.50 1.29 -0.91
C: -0.82 1.03 0.41
O: -0.05 -0.15 0.24
C: 1.38 0.04 0.43
C: 1.77 0.09 1.96
N: 0.94 -0.68 2.89
C: 0.83 -0.34 4.33
O: 1.96 -1.03 -0.33
C: 1.20 -1.64 -1.41
C: 2.12 -2.53 -2.25
H: -2.04 0.48 -1.37
H: -0.66 1.61 -1.57
H: -2.34 2.06 -0.81
H: -0.26 1.90 0.66
H: -1.62 0.82 1.18
H: 1.67 0.99 -0.05
H: 2.85 -0.17 2.05
H: 1.65 1.22 2.15
H: 0.89 -1.69 2.74
H: -0.14 0.24 4.47
H: 0.72 -1.22 4.94
H: 1.64 0.20 4.63
H: 0.82 -0.90 -2.09
H: 0.29 -2.26 -1.09
H: 2.82 -2.02 -2.83
H: 2.65 -3.19 -1.55
H: 1.59 -3.19 -2.89

Properties
SMILES	CCOC(CNC)OCC
HOMO	-0.305	Eh
LUMO	1.0	eV
net charge	0

Atomic partial charges in e from the Mulliken method, atoms 1 to 8: atom 1 (C): -1.143, atom 2 (C): -0.288, atom 3 (O): -0.340, atom 4 (C): 0.143, atom 5 (C): -0.753, atom 6 (N): -0.157, atom 7 (C): -0.996, atom 8 (O): -0.373

---

This record from the Open Molecules 2025 dataset describes an isolated ion of composition C3H8NOS and charge -1 at a distorted geometry. The level of theory is the ωB97M-V functional and the def2-TZVPD basis.

Geometry (Å):
N: 1.19 -1.29 -0.60
C: 0.05 -0.37 -0.39
C: 0.51 1.08 -0.70
O: 1.28 1.12 -1.78
C: -0.69 -0.61 0.92
S: -1.46 0.85 1.76
H: 1.73 -1.21 0.27
H: 1.74 -0.67 -1.24
H: -0.66 -0.60 -1.20
H: 0.94 1.50 0.26
H: -0.44 1.67 -0.78
H: -0.02 -1.03 1.67
H: -1.55 -1.25 0.74
H: -2.61 0.80 1.07

Properties
SMILES	N[C@H](C[O-])CS
HOMO	-0.098	Eh
LUMO	3.3	eV
net charge	-1

Atomic partial charges in e from the Mulliken method, atoms 1 to 8: atom 1 (N): -0.822, atom 2 (C): 0.336, atom 3 (C): -0.407, atom 4 (O): -0.906, atom 5 (C): -0.730, atom 6 (S): -0.265, atom 7 (H): 0.253, atom 8 (H): 0.363

---

This record from the Open Molecules 2025 dataset describes one molecule with the formula C3H2ClFOS at a distorted geometry. The level of theory is the ωB97M-V functional and the def2-TZVPD basis.

Geometry (Å):
O: -0.93 0.54 -3.42
C: -0.23 0.51 -2.53
S: -1.07 0.32 -0.92
C: 0.31 0.58 0.10
C: 0.37 -0.16 1.18
F: -0.69 -0.94 1.54
Cl: 1.53 -0.47 2.27
H: 0.91 0.80 -2.53
H: 1.29 0.69 -0.21

Properties
SMILES	O=CS/C=C(\F)Cl
HOMO	-0.330	Eh
LUMO	0.7	eV
net charge	0

Atomic partial charges in e from the Mulliken method, atoms 1 to 8: atom 1 (O): -0.315, atom 2 (C): 0.100, atom 3 (S): -0.055, atom 4 (C): -0.393, atom 5 (C): 0.520, atom 6 (F): -0.223, atom 7 (Cl): -0.151, atom 8 (H): 0.235

---

This record from the Open Molecules 2025 dataset describes one molecule with the formula C2H4O3. The level of theory is the ωB97M-V functional and the def2-TZVPD basis.

Geometry (Å):
C: -0.03 -0.29 0.06
C: 0.27 1.23 -0.03
O: -1.05 -0.68 0.76
O: 0.61 -1.14 -0.70
O: -0.79 1.96 -0.01
H: -1.29 -1.61 0.66
H: 0.33 -2.07 -0.62
H: 1.02 1.33 0.82
H: 0.93 1.26 -0.94

Properties
HOMO	-0.273	Eh
LUMO	-0.7	eV
net charge	0

Atomic partial charges in e from the Mulliken method, atoms 1 to 8: atom 1 (C): 0.672, atom 2 (C): -0.237, atom 3 (O): -0.324, atom 4 (O): -0.380, atom 5 (O): -0.730, atom 6 (H): 0.312, atom 7 (H): 0.297, atom 8 (H): 0.172

---

This record from the Open Molecules 2025 dataset describes a 2-piece molecular cluster, C9H15NO2 overall at a distorted geometry. The level of theory is the ωB97M-V functional and the def2-TZVPD basis.

Geometry (Å):
C: 5.26 -0.74 -0.40
O: 3.85 -0.82 -0.63
C: 3.01 0.18 -0.26
C: 1.69 -0.37 -0.10
N: 3.46 1.32 0.16
O: 2.64 1.72 1.19
H: 5.57 0.32 -0.37
H: 5.81 -1.28 -1.18
H: 5.49 -1.19 0.58
H: 1.69 -0.82 0.90
H: 0.92 0.41 -0.14
H: 1.45 -1.14 -0.84
H: 3.19 1.77 1.99
C: -2.72 2.50 -1.07
C: -2.30 1.50 -0.56
C: -1.85 0.16 -0.09
C: -2.91 -0.85 0.27
C: -4.23 -0.91 -0.46
C: -4.18 -0.53 0.99
H: -3.11 3.38 -1.52
H: -1.13 0.33 0.74
H: -1.23 -0.29 -0.89
H: -2.45 -1.79 0.57
H: -4.48 -0.12 -1.16
H: -4.60 -1.89 -0.73
H: -4.41 0.49 1.28
H: -4.45 -1.33 1.71

Properties
SMILES	CO/C(C)=N/O.C#CCC1CC1
HOMO	-0.328	Eh
LUMO	0.8	eV
net charge	0

Atomic partial charges in e from the Mulliken method, atoms 1 to 8: atom 1 (C): -0.656, atom 2 (O): -0.310, atom 3 (C): 0.698, atom 4 (C): -0.815, atom 5 (N): -0.608, atom 6 (O): -0.396, atom 7 (H): 0.351, atom 8 (H): 0.229

---

This record from the Open Molecules 2025 dataset describes C6H14ClI2NO3PTc as an isolated structure at a distorted geometry. The level of theory is the ωB97M-V functional and the def2-TZVPD basis.

Geometry (Å):
I: -0.77 3.13 -0.53
I: -0.44 -1.50 -2.46
Tc: -0.10 -0.04 -0.30
P: -2.32 -0.24 0.04
C: -2.97 -1.96 -0.06
C: -3.02 0.28 1.64
H: -3.06 1.68 -1.23
H: -4.41 0.56 -0.85
H: -3.25 0.17 -2.16
C: -3.37 0.63 -1.18
H: -2.85 1.35 1.77
H: -4.09 0.05 1.61
H: -3.96 -1.99 0.41
H: -2.30 -2.66 0.46
H: -2.53 -0.28 2.46
H: -3.04 -2.25 -1.11
C: 0.41 -1.70 0.45
O: 0.70 -2.72 0.95
Cl: 0.20 0.53 1.99
N: 5.10 0.74 0.31
C: 4.08 1.12 -0.69
C: 2.89 0.23 -0.37
O: 1.78 0.60 -0.90
O: 3.09 -0.76 0.35
H: 4.84 1.17 1.20
H: 6.03 1.07 0.06
H: 5.09 -0.29 0.44
H: 3.84 2.18 -0.61
H: 4.45 0.91 -1.69

Properties
multiplicity	4
HOMO (spin up / spin down)	-0.755 / -0.741	Eh
LUMO (spin up / spin down)	-14.7 / -14.7	eV
net charge	+3

Atomic partial charges in e from the Mulliken method, atoms 1 to 8: atom 1 (I): 0.369, atom 2 (I): 0.394, atom 3 (Tc): 0.093, atom 4 (P): 1.036, atom 5 (C): -1.226, atom 6 (C): -1.264, atom 7 (H): 0.241, atom 8 (H): 0.400

---

This record from the Open Molecules 2025 dataset describes one molecule with the formula C5H6O at a distorted geometry. The level of theory is the ωB97M-V functional and the def2-TZVPD basis.

Geometry (Å):
C: -0.99 -0.15 0.77
C: -0.56 1.09 0.53
C: 0.48 1.06 -0.49
O: 1.66 0.43 0.20
C: 0.85 -0.33 -0.67
C: -0.18 -1.19 0.03
H: -1.80 -0.39 1.45
H: -0.91 2.00 0.97
H: 0.61 1.85 -1.22
H: 1.35 -0.68 -1.57
H: 0.28 -1.92 0.71
H: -0.78 -1.76 -0.70

Properties
SMILES	C1=C[C@H]2O[C@H]2C1
HOMO	-0.339	Eh
LUMO	1.1	eV
net charge	0

Atomic partial charges in e from the Mulliken method, atoms 1 to 8: atom 1 (C): -0.338, atom 2 (C): -0.620, atom 3 (C): -0.014, atom 4 (O): -0.441, atom 5 (C): -0.125, atom 6 (C): -0.681, atom 7 (H): 0.387, atom 8 (H): 0.429

---

Short version: electronic energy = -1072.459035; -1771.165508; -482.059970; -647.268672; -1148.923173; -304.207943; -556.957811; -1994.096764; -269.287315 a.u., in the order given.